Entry 1:
A molecular structure, C4H5NO2. Source: OMol25; level of theory: wB97M-V/def2-TZVPD.

As for the energy above the lowest of the compared OMol25 structures with the same formula, charge and spin: 50.75 kcal/mol. Its HOMO energy is -8.994 eV. The calculation puts the LUMO energy at 0.03284 Eh.

Last column: Löwdin charge in e.
Positions of all 12 atoms, in Å:
N (-0.52, -1.14, 1.10)  0.1171
C (-0.24, -0.23, 0.07)  -0.3171
C (0.99, -0.36, -0.79)  -0.0046
C (0.80, 0.94, -0.13)  -0.1500
O (-0.16, 1.71, -0.87)  0.0636
C (-1.12, 0.91, -0.29)  -0.4391
O (-2.21, 1.24, 0.06)  0.1460
H (-0.27, -2.09, 0.89)  0.0857
H (-1.43, -1.05, 1.53)  0.0954
H (1.73, -0.99, -0.29)  0.1241
H (0.97, -0.44, -1.87)  0.1203
H (1.42, 1.48, 0.57)  0.1586

Entry 2:
4 unconnected molecules or ions with the total composition C4H15O4. Source: OMol25; level of theory: wB97M-V/def2-TZVPD.

As for the energy above the lowest of the compared OMol25 structures with the same formula, charge and spin: 20.89 kcal/mol. The net charge is -1. Its HOMO energy is -5.096 eV. The calculation puts the LUMO energy at 0.13549 Eh.

Last column: Löwdin charge in e.
Positions of all 23 atoms, in Å:
C (-0.03, 1.04, 0.12)  -0.2893
O (-0.09, 2.01, -0.92)  -0.1905
C (1.35, 1.30, 0.79)  -0.1883
C (1.98, 0.10, 1.59)  -0.2714
C (0.91, -0.70, 2.31)  -0.1310
H (-0.73, 1.43, 0.86)  0.1127
H (-0.07, 0.05, -0.29)  0.0901
H (1.20, 1.95, 1.66)  0.0921
H (2.07, 1.78, 0.14)  0.0970
H (2.73, 0.55, 2.24)  0.0876
H (2.54, -0.61, 0.97)  0.0919
H (0.05, -0.94, 1.69)  0.0621
H (0.48, -0.24, 3.21)  0.0683
H (1.37, -1.62, 2.70)  0.0609
H (-1.39, 1.03, -3.19)  -0.0230
H (-0.69, 1.59, -1.68)  0.0147
O (-1.30, 0.47, -2.42)  -0.3262
H (-2.38, -2.07, -1.37)  -0.0133
H (-2.76, -0.70, -0.88)  -0.0033
O (-2.94, -1.63, -0.69)  -0.1260
H (-0.27, -1.85, -1.80)  0.0068
H (-1.09, -0.93, -2.57)  -0.0230
O (-0.96, -1.99, -2.46)  -0.1989

Entry 3:
2 unconnected molecules or ions with the total composition C27H29OS2Si. Source: OMol25; level of theory: wB97M-V/def2-TZVPD.

The net charge is +1. Its HOMO energy is -9.917 eV. The calculation puts the LUMO energy at -0.23042 Eh.

Last column: Löwdin charge in e.
Positions of all 60 atoms, in Å:
C (-2.74, -2.18, -2.73)  -0.0781
C (-2.36, -0.94, -2.26)  -0.0823
C (-1.43, -0.84, -1.25)  -0.0858
C (-0.88, -1.98, -0.71)  -0.2361
Si (0.31, -1.84, 0.71)  0.6442
C (1.52, -3.24, 0.66)  -0.2468
C (1.92, -3.81, -0.53)  -0.1100
C (2.82, -4.85, -0.52)  -0.0752
C (3.33, -5.31, 0.68)  -0.0786
C (2.93, -4.73, 1.87)  -0.0721
C (2.03, -3.69, 1.86)  -0.0783
C (1.24, -0.25, 0.56)  -0.2233
C (2.38, -0.19, -0.21)  -0.0624
C (3.07, 1.00, -0.32)  -0.0736
C (2.62, 2.12, 0.34)  -0.1086
C (1.48, 2.05, 1.12)  -0.1103
C (0.79, 0.86, 1.22)  -0.0859
O (-0.49, -1.88, 2.20)  -0.0891
C (-1.86, -1.99, 2.23)  -0.3332
C (-2.61, -3.03, 1.80)  -0.0324
C (-4.08, -2.74, 1.94)  -0.1787
C (-4.17, -1.25, 2.32)  -0.1646
C (-2.75, -0.92, 2.79)  -0.1294
C (-1.26, -3.22, -1.18)  -0.1052
C (-2.19, -3.32, -2.19)  -0.0647
H (-3.45, -2.26, -3.54)  0.1047
H (-2.79, -0.05, -2.69)  0.0982
H (-1.13, 0.12, -0.87)  0.0929
H (1.51, -3.44, -1.46)  0.1032
H (3.12, -5.31, -1.45)  0.1046
H (4.03, -6.13, 0.68)  0.1051
H (3.33, -5.09, 2.80)  0.1053
H (1.70, -3.23, 2.78)  0.1055
H (2.73, -1.08, -0.71)  0.1053
H (3.97, 1.04, -0.91)  0.1059
H (3.16, 3.05, 0.26)  0.0954
H (1.13, 2.93, 1.64)  0.0956
H (-0.10, 0.79, 1.84)  0.0968
H (-2.19, -3.91, 1.35)  0.1078
H (-4.63, -2.98, 1.02)  0.1079
H (-4.50, -3.36, 2.74)  0.1095
H (-4.44, -0.64, 1.45)  0.1070
H (-4.92, -1.06, 3.10)  0.1076
H (-2.68, -0.95, 3.89)  0.1210
H (-2.40, 0.08, 2.48)  0.1010
H (-0.82, -4.11, -0.75)  0.1057
H (-2.48, -4.29, -2.56)  0.1078
C (1.00, 7.48, -2.30)  -0.2834
C (1.92, 6.28, -2.52)  -0.4525
S (1.04, 4.73, -2.44)  1.0377
C (0.13, 4.95, -0.97)  -0.5880
S (-0.63, 6.40, -0.36)  1.0391
C (0.56, 7.64, -0.85)  -0.4531
H (1.47, 8.41, -2.67)  0.1336
H (0.10, 7.34, -2.92)  0.1185
H (2.43, 6.33, -3.49)  0.1013
H (2.70, 6.25, -1.75)  0.0983
H (-0.03, 4.07, -0.39)  0.0148
H (1.42, 7.56, -0.17)  0.0992
H (0.11, 8.62, -0.67)  0.1010

Entry 4:
A molecular structure, C10H10BrNO2Sn. Source: OMol25; level of theory: wB97M-V/def2-TZVPD.

As for the energy above the lowest of the compared OMol25 structures with the same formula, charge and spin: 7.85 kcal/mol. The net charge is -2. Its HOMO energy is 0.131 eV. The calculation puts the LUMO energy at 0.19875 Eh.

Last column: Löwdin charge in e.
Positions of all 25 atoms, in Å:
C (-1.95, -0.50, 0.92)  -0.3238
C (-1.73, -1.04, 2.23)  -0.2424
C (-1.96, 0.01, 3.18)  -0.2170
H (-1.50, -2.06, 2.50)  0.0630
C (-2.25, 1.21, 2.45)  -0.2153
C (-2.20, 0.90, 1.06)  -0.2544
H (-2.36, 1.60, 0.25)  0.0459
H (-1.94, -1.06, -0.03)  0.0296
H (-1.91, -0.11, 4.26)  0.0528
H (-2.48, 2.18, 2.88)  0.0394
Sn (0.85, -0.34, -0.26)  1.0175
Br (0.76, -2.90, -0.56)  -0.0962
C (2.47, 0.95, -2.14)  -0.2702
C (1.38, 1.72, -2.63)  -0.2191
C (0.39, 0.84, -3.14)  -0.1999
H (1.36, 2.80, -2.71)  0.0706
C (0.83, -0.49, -2.98)  -0.3029
C (2.15, -0.45, -2.35)  -0.4185
H (2.83, -1.29, -2.25)  0.0673
H (3.43, 1.33, -1.80)  0.0771
H (-0.51, 1.16, -3.67)  0.0767
H (0.35, -1.39, -3.36)  0.0732
O (0.91, -1.70, 3.48)  -0.1388
N (1.01, -0.75, 2.70)  -0.3375
O (2.05, -0.62, 1.95)  -0.3772

Entry 5:
C2H8N4S in the gas phase. Source: OMol25; level of theory: wB97M-V/def2-TZVPD.

As for the energy above the lowest of the compared OMol25 structures with the same formula, charge and spin: 34.75 kcal/mol. Its HOMO energy is -9.185 eV. The SMILES is [H]/N=C(/NS)NNC. The calculation puts the LUMO energy at 0.02788 Eh.

Last column: Löwdin charge in e.
Positions of all 15 atoms, in Å:
H (-1.00, -1.56, 0.54)  0.0272
N (-1.65, -1.03, -0.11)  0.0938
C (-0.92, -0.03, -0.56)  -0.5171
N (-1.58, 0.94, -1.38)  -0.3596
S (-0.70, 2.19, -2.18)  0.7532
N (0.46, 0.15, -0.38)  -0.0489
N (1.17, -0.92, 0.20)  -0.1923
C (1.33, -0.64, 1.55)  -0.2134
H (-2.52, 1.02, -1.35)  0.0294
H (-0.57, 2.91, -1.07)  -0.1414
H (1.03, 0.25, -1.25)  0.1265
H (0.67, -1.83, 0.09)  0.1154
H (1.50, 0.52, 1.66)  0.0982
H (2.39, -1.22, 1.99)  0.1379
H (0.38, -0.77, 2.26)  0.0913

Entry 6:
A molecular structure, C32H47BrCl34F12NO2S. Source: OMol25; level of theory: wB97M-V/def2-TZVPD.

As for the energy above the lowest of the compared OMol25 structures with the same formula, charge and spin: 68.92 kcal/mol. The net charge is +1. Its HOMO energy is -9.864 eV. The calculation puts the LUMO energy at -0.18900 Eh.

Last column: Löwdin charge in e.
Positions of all 130 atoms, in Å:
C (-4.54, 3.95, 2.96)  -0.0468
C (-3.16, 4.29, 2.48)  -0.2348
C (-2.17, 4.72, 3.37)  -0.0143
C (-0.89, 5.01, 2.94)  -0.0799
C (-0.55, 4.86, 1.59)  -0.0382
C (-1.52, 4.42, 0.68)  -0.2519
C (-1.12, 4.22, -0.74)  -0.1395
N (-0.80, 2.75, -1.04)  -0.5455
Br (-2.41, 1.75, -1.22)  1.1239
C (0.17, 2.18, -0.02)  -0.1931
C (-0.46, 1.58, 1.24)  -0.0563
C (-0.41, 0.07, 1.30)  -0.6216
F (-1.13, -0.37, 2.34)  0.1619
F (-0.90, -0.51, 0.18)  0.0637
F (0.85, -0.37, 1.45)  0.1237
S (0.03, 2.76, -2.69)  0.7671
O (-0.72, 3.60, -3.54)  -0.1910
O (1.38, 3.06, -2.35)  -0.2051
C (0.07, 0.98, -3.37)  -0.4418
F (0.04, 0.11, -2.36)  0.0948
F (1.29, 0.95, -3.92)  0.1460
C (-0.98, 0.64, -4.49)  -0.3662
F (-2.16, 1.22, -4.25)  0.1235
F (-0.48, 1.13, -5.63)  0.1603
C (-1.19, -0.90, -4.70)  -0.3251
F (-1.55, -1.04, -5.99)  0.1505
F (-0.02, -1.54, -4.51)  0.1563
C (-2.31, -1.58, -3.86)  -0.5290
F (-2.28, -1.18, -2.58)  0.1329
F (-3.50, -1.27, -4.38)  0.1307
F (-2.13, -2.89, -3.90)  0.1940
C (-2.82, 4.16, 1.13)  -0.0288
H (-4.55, 2.91, 3.29)  0.0657
H (-4.86, 4.58, 3.78)  0.0317
H (-5.25, 4.01, 2.13)  0.0879
H (-2.43, 4.83, 4.42)  0.1184
H (-0.14, 5.34, 3.64)  0.0559
H (0.46, 5.09, 1.27)  0.1241
H (-0.20, 4.77, -0.96)  0.1393
H (-1.88, 4.55, -1.45)  0.1289
H (0.80, 3.02, 0.27)  0.1142
H (0.82, 1.45, -0.49)  0.0742
H (-1.47, 1.94, 1.45)  0.1090
H (0.14, 1.93, 2.09)  0.1512
H (-3.58, 3.84, 0.42)  0.0964
C (3.54, 0.28, -1.14)  -0.9841
Cl (3.46, 1.40, 0.24)  0.6206
Cl (5.16, 0.19, -1.81)  0.5859
H (3.23, -0.71, -0.82)  0.0057
H (2.87, 0.67, -1.91)  -0.0038
C (4.49, -3.69, -2.76)  -0.9872
Cl (3.99, -4.87, -1.56)  0.5284
Cl (3.20, -2.52, -3.14)  0.4866
H (5.33, -3.13, -2.37)  0.0193
H (4.75, -4.20, -3.68)  0.0305
C (1.30, -0.53, -7.74)  -1.0538
Cl (0.61, -1.17, -9.24)  0.5479
Cl (2.86, 0.26, -7.99)  0.5345
H (0.61, 0.19, -7.33)  -0.0094
H (1.45, -1.36, -7.05)  0.0197
C (4.11, -0.12, 3.34)  -1.0276
Cl (3.85, 1.17, 4.53)  0.5636
Cl (5.82, -0.35, 2.96)  0.5441
H (3.70, -1.04, 3.73)  0.0333
H (3.61, 0.18, 2.43)  -0.0729
C (-6.18, -3.90, -4.44)  -1.0583
Cl (-7.54, -3.39, -5.45)  0.5040
Cl (-6.69, -4.73, -2.97)  0.5173
H (-5.56, -4.57, -5.02)  -0.0061
H (-5.63, -3.01, -4.16)  -0.0032
C (-0.08, -3.49, 0.47)  -1.0119
Cl (0.72, -3.00, -1.03)  0.5092
Cl (-0.57, -5.19, 0.42)  0.5670
H (0.62, -3.36, 1.29)  0.0301
H (-0.97, -2.89, 0.61)  0.0105
C (-6.20, -0.63, -8.20)  -0.9741
Cl (-5.23, -1.06, -6.77)  0.5035
Cl (-7.72, -1.51, -8.29)  0.5376
H (-6.42, 0.43, -8.15)  0.0281
H (-5.61, -0.86, -9.08)  -0.0198
C (5.81, 0.32, 7.71)  -1.0122
Cl (5.57, 1.63, 8.88)  0.5248
Cl (7.52, 0.08, 7.32)  0.5482
H (5.42, -0.59, 8.14)  -0.0080
H (5.30, 0.58, 6.80)  -0.0399
C (-2.20, -3.60, -8.12)  -1.0241
Cl (-3.58, -3.91, -7.05)  0.5143
Cl (-2.57, -4.08, -9.77)  0.5413
H (-2.02, -2.53, -8.13)  -0.0111
H (-1.34, -4.14, -7.76)  0.0319
C (7.12, -0.98, 10.88)  -1.0455
Cl (8.41, -1.74, 11.82)  0.5240
Cl (5.82, -2.13, 10.49)  0.5122
H (6.70, -0.17, 11.45)  0.0211
H (7.54, -0.63, 9.94)  -0.0383
C (6.07, 3.65, -0.93)  -1.0718
Cl (5.96, 4.78, 0.43)  0.5013
Cl (7.70, 3.55, -1.60)  0.5245
H (5.79, 2.67, -0.57)  -0.0629
H (5.40, 3.99, -1.70)  0.0236
C (-6.28, -3.62, -10.88)  -1.0350
Cl (-5.46, -2.19, -11.52)  0.5051
Cl (-7.53, -4.22, -11.97)  0.5263
H (-5.55, -4.40, -10.73)  0.0050
H (-6.75, -3.35, -9.94)  -0.0347
C (1.49, 2.95, 6.67)  -1.0074
Cl (0.61, 1.91, 7.79)  0.5418
Cl (0.41, 4.03, 5.78)  0.5627
H (2.19, 3.56, 7.24)  0.0334
H (2.00, 2.33, 5.95)  -0.0563
C (-3.33, 1.22, 7.70)  -0.9674
Cl (-3.63, -0.34, 8.47)  0.5276
Cl (-4.01, 1.30, 6.07)  0.4024
H (-3.78, 2.00, 8.30)  0.0307
H (-2.26, 1.36, 7.62)  -0.0299
C (-6.80, 2.54, 6.46)  -0.9217
Cl (-6.13, 4.14, 6.10)  0.5455
Cl (-6.06, 1.26, 5.49)  0.4015
H (-6.61, 2.32, 7.51)  0.0336
H (-7.86, 2.56, 6.26)  0.0310
C (10.89, -0.53, 5.79)  -1.0423
Cl (12.24, 0.49, 5.27)  0.5133
Cl (10.11, -1.35, 4.42)  0.4895
H (11.26, -1.28, 6.47)  0.0270
H (10.15, 0.10, 6.27)  -0.0253
C (-1.52, -8.86, 0.64)  -1.0446
Cl (-0.62, -9.63, 1.95)  0.5075
Cl (-3.23, -9.31, 0.64)  0.5086
H (-1.45, -7.79, 0.77)  -0.0392
H (-1.09, -9.16, -0.30)  0.0257

Look up the HOMO of the fourth one.
0.131 eV